The following is a quantum chemistry calculation of an isolated ion of composition C4H9N4 and charge +1 in a non-equilibrium geometry, from the Open Molecules 2025 dataset.

Bonds (Å) are listed after each position.
CARTESIAN COORDINATES (ANGSTROEM)
1 C -0.702 1.156 0.321  C2 1.741, N7 1.318, N8 1.309
2 C 0.221 -0.217 0.863  C1 1.741, C4 1.536, N5 1.458, N6 1.438
3 C 0.797 -1.769 -1.078  C4 1.563, H9 1.095, H10 1.083, H11 1.038
4 C 1.315 -0.641 -0.129  C2 1.536, C3 1.563, H12 1.076, H13 1.030
5 N -0.466 -1.176 1.720  C2 1.458, N6 1.197
6 N 0.267 -0.418 2.286  C2 1.438, N5 1.197
7 N -0.487 1.602 -0.900  C1 1.318, H14 0.993, H15 1.010
8 N -1.707 1.394 1.126  C1 1.309, H16 1.011, H17 1.007
9 H -0.170 -1.476 -1.499  C3 1.095
10 H 0.695 -2.762 -0.659  C3 1.083
11 H 1.380 -1.614 -1.922  C3 1.038
12 H 1.665 0.307 -0.500  C4 1.076
13 H 2.151 -1.123 0.231  C4 1.030
14 H 0.345 1.520 -1.436  N7 0.993
15 H -1.076 2.225 -1.433  N7 1.010
16 H -1.658 1.128 2.100  N8 1.011
17 H -2.571 1.865 0.910  N8 1.007

Properties
HOMO level (eV): -14.47
Calculated total energy (eV): -10244.81482
Structure (SMILES): CCC1(C(N)=[NH2+])N=N1
Net charge: +1